No. 1
Here is a structure of composition C21H44N3OP2Pr at a distorted geometry from the Open Molecules 2025 dataset. Energies are from the ωB97M-V functional and the def2-TZVPD basis.

The calculation puts the frontier orbital gap (spin up / spin down) at 7.5 / 7.7 eV. The value obtained for the total energy is -61639.8926 eV. The value obtained for the molecular weight is 557.459 g/mol. The energy above the lowest of the compared OMol25 structures with the same formula, charge and spin comes out at 0.145 eV. Its HOMO energy (spin up / spin down) is -13.77 / -13.77 eV.

Geometry as ORCA input:
```
! RIJCOSX wB97M-V def2-TZVPD def2/J DEFGRID3
* xyz 2 3
Pr -1.19 -0.07 -0.21
P -0.01 -2.63 -0.90
P -0.01 2.53 -0.63
N 0.12 0.05 -2.40
C 0.06 -2.47 -2.74
H 0.76 -3.22 -3.12
H -0.94 -2.69 -3.15
C 0.51 -1.09 -3.24
H 1.60 -1.06 -3.36
H 0.09 -0.92 -4.25
C 0.48 1.27 -3.14
H 0.03 1.21 -4.14
H 1.57 1.26 -3.29
C 0.05 2.59 -2.47
H -0.93 2.88 -2.85
H 0.77 3.37 -2.76
C 1.52 3.45 -0.15
C 1.96 3.08 1.27
H 2.90 3.60 1.50
H 2.14 2.00 1.37
H 1.22 3.38 2.03
C -1.57 3.53 -0.29
C -1.81 3.73 1.22
H -2.72 4.32 1.36
H -0.98 4.27 1.70
H -1.96 2.77 1.75
C -1.56 -3.67 -0.68
C -1.80 -4.01 0.80
H -2.71 -4.63 0.88
H -1.97 -3.12 1.42
H -0.96 -4.58 1.23
C 1.52 -3.60 -0.54
C 1.97 -3.39 0.91
H 2.92 -3.92 1.07
H 1.25 -3.78 1.63
H 2.14 -2.33 1.13
C 1.18 0.03 -0.91
O 2.35 -0.01 -1.06
C -1.68 4.85 -1.05
H -1.00 5.62 -0.67
H -1.51 4.74 -2.13
H -2.71 5.23 -0.92
C -1.68 -4.89 -1.58
H -2.71 -5.28 -1.50
H -1.51 -4.66 -2.64
H -1.00 -5.70 -1.28
C 1.47 -5.09 -0.90
H 2.48 -5.51 -0.78
H 0.80 -5.65 -0.22
H 1.17 -5.27 -1.94
C 1.47 4.97 -0.34
H 0.80 5.45 0.39
H 2.47 5.37 -0.17
H 1.17 5.26 -1.36
H 2.27 3.05 -0.85
H 2.27 -3.12 -1.20
H -2.36 2.86 -0.67
H -2.36 -2.96 -0.99
H -1.74 0.02 -2.34
H -2.47 -0.01 -1.85
C -0.02 1.29 5.45
N -0.11 0.44 4.27
C -0.06 -0.95 4.28
C -0.23 -1.35 3.00
N -0.39 -0.23 2.18
C -0.29 0.83 3.00
H -0.89 1.14 6.11
H 0.89 1.05 6.03
H 0.01 2.34 5.14
H 0.08 -1.52 5.19
H -0.25 -2.36 2.59
H -0.35 1.89 2.71
*
```

No. 2
Here is a cluster of 3 separate species, C21H44N4O7S in total at a distorted geometry from the Open Molecules 2025 dataset. Energies are from the ωB97M-V functional and the def2-TZVPD basis.

The calculation puts the frontier orbital gap at 9.2 eV. The value obtained for the total energy is -53614.5389 eV. The value obtained for the molecular weight is 496.671 g/mol. The energy above the lowest of the compared OMol25 structures with the same formula, charge and spin comes out at 0.000 eV. Its HOMO energy is -8.79 eV.

Geometry as ORCA input:
```
! RIJCOSX wB97M-V def2-TZVPD def2/J DEFGRID3
* xyz 0 1
C 1.24 2.60 -2.80
C 1.42 1.09 -2.85
C 0.10 0.33 -2.65
C -0.66 0.06 -3.96
C -2.16 0.10 -3.64
C -2.55 -1.13 -2.84
S -4.10 -0.92 -1.89
C -4.86 0.49 -2.61
N -5.66 0.60 -3.58
N -5.92 1.95 -3.72
C -5.26 2.54 -2.83
O -4.55 1.67 -2.06
O -0.30 1.08 -4.89
C -0.92 1.03 -6.08
O -0.91 1.98 -6.84
H 2.12 3.08 -3.22
H 0.41 2.89 -3.44
H 1.03 2.95 -1.80
H 2.06 0.84 -2.01
H 1.92 0.77 -3.76
H -0.51 0.93 -1.99
H 0.26 -0.60 -2.12
H -0.42 -0.93 -4.32
H -2.79 0.12 -4.52
H -2.33 1.00 -3.07
H -2.72 -1.96 -3.51
H -1.78 -1.37 -2.12
H -5.19 3.58 -2.63
H -1.36 0.08 -6.41
C -2.84 3.04 5.35
O -3.61 1.92 4.94
C -4.46 2.18 3.83
C -4.00 1.44 2.59
N -2.76 2.00 2.07
C -2.12 1.19 1.03
C -1.63 -0.20 1.41
O -0.53 -0.21 2.31
C -0.87 -0.12 3.68
H -2.36 2.77 6.29
H -2.07 3.29 4.62
H -3.48 3.91 5.52
H -4.55 3.25 3.63
H -5.46 1.81 4.10
H -4.77 1.51 1.82
H -3.89 0.38 2.87
H -2.10 2.11 2.84
H -1.26 1.76 0.68
H -2.81 1.11 0.19
H -1.26 -0.67 0.49
H -2.44 -0.85 1.77
H -1.82 -0.61 3.90
H -0.89 0.92 4.02
H -0.08 -0.63 4.24
C 4.12 -3.80 3.44
O 4.67 -2.52 3.18
C 5.96 -2.55 2.57
C 5.90 -2.05 1.15
N 5.21 -2.99 0.28
C 4.91 -2.48 -1.06
C 3.95 -1.30 -1.17
O 2.61 -1.58 -0.81
C 2.34 -1.48 0.58
H 3.22 -3.65 4.04
H 3.84 -4.32 2.51
H 4.82 -4.42 4.00
H 6.40 -3.55 2.62
H 6.59 -1.87 3.15
H 6.92 -1.90 0.78
H 5.40 -1.07 1.16
H 4.35 -3.27 0.72
H 4.47 -3.31 -1.62
H 5.85 -2.22 -1.55
H 3.91 -1.02 -2.23
H 4.31 -0.41 -0.64
H 2.95 -0.71 1.07
H 2.48 -2.44 1.09
H 1.29 -1.21 0.70
*
```

No. 3
Here is a cluster of 6 separate species, C21H44O7 in total at a distorted geometry from the Open Molecules 2025 dataset. Energies are from the ωB97M-V functional and the def2-TZVPD basis.

The calculation puts the frontier orbital gap at 6.9 eV. The value obtained for the total energy is -36810.6931 eV. The value obtained for the molecular weight is 408.576 g/mol. The energy above the lowest of the compared OMol25 structures with the same formula, charge and spin comes out at 0.000 eV. Its HOMO energy is -9.62 eV.

Geometry as ORCA input:
```
! RIJCOSX wB97M-V def2-TZVPD def2/J DEFGRID3
* xyz 0 1
C -2.32 3.87 -1.14
C -2.72 2.44 -1.22
C -2.24 1.86 -2.53
O -2.23 1.76 -0.17
H -1.21 3.97 -0.98
H -2.99 4.37 -0.41
H -2.68 4.40 -1.83
H -3.84 2.35 -0.99
H -1.26 1.86 -2.72
H -2.63 2.44 -3.50
H -2.66 0.87 -2.51
H -2.72 2.03 0.68
C 1.96 2.66 -0.56
C 2.82 3.16 -1.65
C 2.37 2.77 -3.07
O 2.76 4.57 -1.71
H 2.35 2.79 0.43
H 1.83 1.54 -0.60
H 0.97 3.17 -0.48
H 3.74 2.64 -1.43
H 2.13 1.74 -3.16
H 3.19 3.03 -3.63
H 1.42 3.31 -3.26
H 2.84 5.07 -0.89
C -0.94 -1.89 1.07
C 0.09 -0.85 1.46
C 1.08 -0.59 0.38
O -0.39 0.32 1.92
H -1.68 -2.11 1.75
H -0.54 -2.72 0.62
H -1.78 -1.62 0.19
H 0.80 -1.13 2.41
H 1.42 -1.55 0.32
H 1.84 -0.23 0.77
H 0.62 -0.23 -0.65
H -1.16 0.57 1.32
C -0.81 -2.48 -2.83
C -0.47 -3.41 -4.00
C -0.84 -2.87 -5.38
O 0.88 -3.46 -4.01
H -1.75 -2.05 -2.69
H -0.12 -1.70 -2.90
H -0.50 -2.90 -1.95
H -0.91 -4.39 -3.80
H -1.85 -3.18 -5.33
H -0.33 -3.33 -6.33
H -0.87 -1.83 -5.28
H 0.93 -4.40 -3.37
C 4.45 -2.09 2.29
C 5.27 -0.77 2.32
C 4.91 0.18 3.55
O 6.64 -1.05 2.49
H 4.56 -2.80 3.10
H 4.80 -2.51 1.45
H 3.32 -1.80 2.30
H 5.23 -0.42 1.29
H 3.82 0.39 3.74
H 5.40 1.18 3.44
H 5.24 -0.28 4.42
H 7.08 -1.40 1.82
C -4.27 0.18 4.58
C -4.77 -1.31 4.79
C -4.82 -2.26 3.59
O -5.28 -3.41 3.67
C -4.43 -1.66 2.32
C -3.84 -0.28 2.13
C -3.82 0.60 3.36
O -3.34 1.76 3.12
H -4.25 0.80 5.54
H -5.21 -1.44 5.86
H -4.43 -2.38 1.50
H -3.84 0.16 0.98
*
```

No. 4
Here is a cluster of 8 separate species, C21H45B2Br15O2 in total at a distorted geometry from the Open Molecules 2025 dataset. Energies are from the ωB97M-V functional and the def2-TZVPD basis.

The calculation puts the frontier orbital gap at 9.4 eV. The value obtained for the total energy is -1078595.7426 eV. The value obtained for the molecular weight is 1549.773 g/mol. The energy above the lowest of the compared OMol25 structures with the same formula, charge and spin comes out at 0.000 eV. Its HOMO energy is -9.19 eV.

Geometry as ORCA input:
```
! RIJCOSX wB97M-V def2-TZVPD def2/J DEFGRID3
* xyz 0 1
C 1.70 0.57 -0.40
C 1.43 -0.23 -1.70
C 1.26 0.69 -2.92
C -0.18 1.18 -3.20
C -1.22 0.94 -2.10
C -2.31 2.02 -2.18
C -3.54 1.69 -1.30
B -4.69 0.94 -2.07
Br -5.34 1.70 -3.71
B -5.41 -0.52 -1.53
O -4.63 -1.65 -1.49
O -6.76 -0.51 -1.24
H 2.76 0.60 -0.14
H 1.11 0.21 0.44
H 1.36 1.60 -0.56
H 2.33 -0.82 -1.89
H 0.59 -0.90 -1.58
H 1.58 0.12 -3.80
H 1.94 1.53 -2.85
H -0.14 2.26 -3.37
H -0.56 0.74 -4.13
H -0.79 1.00 -1.10
H -1.73 -0.01 -2.28
H -1.86 2.94 -1.79
H -2.58 2.24 -3.21
H -3.21 1.10 -0.45
H -3.96 2.63 -0.94
H -4.99 -2.38 -2.00
H -7.04 0.40 -1.14
Br 2.48 -2.01 2.96
C 1.60 -1.27 4.53
C 0.50 -0.32 4.15
Br 1.26 1.36 3.56
H 2.36 -0.79 5.12
H 1.21 -2.13 5.08
H -0.11 -0.08 5.02
H -0.13 -0.69 3.35
Br 6.01 0.61 5.02
C 6.14 -0.94 3.84
C 6.96 -0.64 2.61
Br 5.99 0.46 1.34
H 5.12 -1.22 3.60
H 6.61 -1.72 4.43
H 7.20 -1.56 2.09
H 7.88 -0.10 2.85
Br 1.72 3.81 6.60
C 3.60 3.35 6.47
C 4.37 4.34 5.65
Br 4.04 4.13 3.74
H 3.64 2.35 6.05
H 3.96 3.33 7.49
H 5.44 4.18 5.77
H 4.12 5.37 5.90
Br -2.79 -1.48 -4.48
C -2.68 -1.51 -6.42
C -1.74 -0.45 -6.93
Br -2.53 1.32 -6.83
H -3.69 -1.39 -6.80
H -2.31 -2.50 -6.69
H -1.52 -0.61 -7.98
H -0.81 -0.41 -6.37
Br 1.48 -0.71 8.06
C 3.23 -0.67 8.90
C 4.31 -1.11 7.95
Br 4.31 -3.04 7.67
H 3.17 -1.29 9.78
H 3.40 0.36 9.19
H 5.29 -0.87 8.35
H 4.21 -0.66 6.97
Br -9.17 -1.99 3.44
C -7.69 -3.24 3.21
C -6.44 -2.54 2.72
Br -6.54 -2.06 0.83
H -8.03 -4.00 2.51
H -7.53 -3.68 4.19
H -5.59 -3.21 2.82
H -6.25 -1.62 3.26
Br -0.71 -2.45 -11.63
C -0.85 -0.54 -11.33
C 0.49 0.13 -11.27
Br 1.41 -0.22 -9.59
H -1.42 -0.41 -10.41
H -1.43 -0.15 -12.17
H 0.38 1.21 -11.32
H 1.16 -0.20 -12.06
*
```

Among the records above, which one has the lowest molecular weight?
C21H44O7